Entry from OMol25: a cluster of 2 separate species, C5H13NO3S in total (ωB97M-V with the def2-TZVPD basis set).

Cartesian coordinates (Å):
1 C -1.97 1.32 -0.25
2 C -1.18 -1.05 -0.23
3 C -0.26 0.45 1.45
4 C 2.13 -0.63 -1.02
5 C -0.73 0.33 -0.05
6 N 0.24 0.78 -1.04
7 O 4.23 -1.11 0.26
8 O 2.83 0.63 1.25
9 O 4.03 1.07 -0.83
10 S 3.31 0.16 -0.02
11 H -1.52 2.11 -0.84
12 H -2.74 0.80 -0.80
13 H -2.15 1.57 0.80
14 H -0.42 -1.80 -0.08
15 H -1.63 -1.32 -1.25
16 H -2.05 -1.17 0.54
17 H 0.18 1.44 1.63
18 H -1.05 0.22 2.18
19 H 0.55 -0.26 1.82
20 H 2.40 -0.75 -2.06
21 H 1.82 -1.50 -0.53
22 H 3.88 -1.39 1.14
23 H 0.76 1.69 -0.63

Calculated values
HOMO level (alpha / beta): -9.5 / -9.7 eV
ΔE to the lowest compared entry with this formula, charge and spin: 384.2 kJ/mol
Total energy: -876.807270 hartree
Orbital gap (alpha / beta): 9.05 / 8.91 eV
Spin multiplicity: 1